(1)
Molecular formula: C34H56CaN2O4P3
Method: DFT, the ωB97M-V functional and the def2-TZVPD basis

CARTESIAN COORDINATES (ANGSTROEM)
Ca (0.091217, 0.203677, 0.284331)
P (2.525072, -0.884679, -0.861949)
P (-2.747153, 0.345246, 0.066463)
P (0.211077, -1.758505, 2.662962)
O (-0.620753, -2.079293, 4.073873)
O (1.784316, -1.711443, 3.173821)
O (0.113477, -3.247282, 1.961102)
O (0.978735, 3.623143, 3.234304)
N (-0.738576, -1.422316, -1.376473)
N (0.472947, 1.388451, -1.605498)
C (1.084658, 0.489320, -5.196563)
C (-0.523644, -1.253115, 5.254723)
C (-3.533377, 1.987948, 2.169800)
C (-2.753265, 1.097874, -2.708778)
C (1.014301, 3.289241, -5.383744)
C (1.217872, 1.121005, -6.440240)
C (-3.133555, 2.873619, -1.012355)
C (0.164158, -4.528337, 2.618813)
C (-3.064152, -1.382597, -0.524945)
C (-3.447608, 1.402459, -1.353466)
C (-2.319276, -2.874303, -2.443971)
C (-1.987846, -1.932412, -1.473135)
C (-3.753144, 0.543784, 1.681083)
C (-3.157357, -0.445678, 2.701823)
C (0.852236, 2.660849, -4.144968)
C (3.259665, -2.618462, -0.741404)
C (1.205469, 2.517677, -6.535108)
C (4.206212, 0.606934, -2.654690)
C (2.109127, -3.637238, -0.801150)
C (4.298488, -2.957691, -1.824460)
C (2.303161, -2.377833, 4.344684)
C (-4.959463, 1.192845, -1.501355)
C (-5.258807, 0.280493, 1.545694)
C (1.414804, -0.760733, -2.414239)
C (0.158459, -1.640918, -2.369666)
C (5.210323, -0.001504, -0.453058)
C (-0.135255, -2.526731, -3.394610)
C (0.546546, 3.039130, 2.340619)
C (0.942488, 1.269896, -4.034805)
C (3.905828, 0.401521, -1.163325)
C (3.435492, 1.720708, -0.514142)
C (-1.389878, -3.136576, -3.436252)
C (3.878717, -2.681304, 0.675289)
C (0.900459, 0.743617, -2.602469)
H (-1.904961, 1.780541, -2.871623)
H (2.129774, -1.748386, 5.225639)
H (0.034640, -1.785839, 6.044297)
H (0.603494, -2.693219, -4.176109)
H (-5.489193, -0.559141, 0.877284)
H (4.026235, -3.921756, -2.277019)
H (-5.820188, 1.173687, 1.224322)
H (4.460604, -0.331642, -3.164250)
H (-3.296825, -3.345382, -2.431313)
H (1.327058, 2.998995, -7.510568)
H (-5.234718, 0.146478, -1.687175)
H (-5.634673, 0.032593, 2.551189)
H (5.059698, -0.160705, 0.621260)
H (-2.361067, 0.077735, -2.779455)
H (-2.469539, 2.262123, 2.146884)
H (-3.432785, 3.502739, -1.863541)
H (1.858893, -3.380052, 4.487603)
H (-3.717596, -0.351807, 3.642865)
H (-0.331078, -4.563076, 3.598051)
H (-0.029470, -0.280920, 5.044269)
H (-5.512158, 1.554809, -0.628227)
H (5.684288, -0.889259, -0.885363)
H (1.210459, -4.876308, 2.718140)
H (1.651671, -3.689524, -1.799469)
H (0.987059, 4.377309, -5.446881)
H (-3.677108, 3.225530, -0.130844)
H (2.092366, -1.067112, -3.223481)
H (-3.169284, -2.049666, 0.351782)
H (-3.225722, -1.491951, 2.378678)
H (-1.544998, -1.057851, 5.624091)
H (5.913187, 0.835841, -0.566716)
H (3.895307, -3.736346, 0.997687)
H (1.326197, 0.520200, -7.348656)
H (-2.105650, -0.232473, 2.943342)
H (3.380196, 1.090681, -3.196600)
H (4.260975, 2.449807, -0.567921)
H (4.911780, -2.305851, 0.691207)
H (-0.364248, -5.211323, 1.945177)
H (0.670723, 3.237917, -3.236386)
H (3.274097, -2.119361, 1.406395)
H (3.383467, -2.476455, 4.173560)
H (4.362213, -2.219877, -2.631363)
H (-1.623323, -3.812382, -4.248413)
H (-3.902227, 2.067909, 3.203849)
H (5.087599, 1.265242, -2.718732)
H (2.526983, -4.632304, -0.568079)
H (-4.106367, 2.708448, 1.569345)
H (-2.054362, 3.015425, -0.847275)
H (-5.292895, 1.781239, -2.370639)
H (5.295539, -3.096027, -1.380190)
H (-3.485479, 1.228927, -3.528157)
H (1.339536, -3.415141, -0.046610)
H (1.082746, -0.602356, -5.159609)
H (3.192027, 1.560887, 0.549275)
H (2.557666, 2.156023, -1.009566)
H (-4.044358, -1.358377, -1.039529)

Force components x, y, z for each atom (eV/Å):
0.1878 0.4603 -0.1559
-0.5701 0.4814 0.1290
0.0413 0.2564 -0.0242
1.1800 -2.3908 1.4935
0.6535 0.3441 -0.8392
-1.2573 0.3897 -0.0338
-0.4850 1.3731 0.8221
-1.3693 -1.7266 -2.8137
-0.3026 0.2649 -0.5331
0.3182 -0.5372 -0.7832
0.0940 0.4336 0.0077
-0.1157 0.3281 0.0160
-0.1883 -0.1270 0.1996
0.1357 -0.1455 0.0089
-0.1281 -0.3237 0.1021
-0.1121 0.0742 0.0785
-0.1127 0.0638 -0.0706
0.1910 -0.5455 -0.1718
-0.2789 -0.3927 0.1019
-0.0152 0.1073 0.3397
0.0057 0.3948 0.0560
0.3127 0.1601 0.4278
0.0319 0.0863 -0.7809
0.0719 0.1547 0.0417
0.2024 0.2097 -0.5417
-0.0688 0.4515 -0.0593
-0.0352 -0.1378 0.1141
0.0876 0.2640 -0.0340
-0.0822 -0.0431 0.1162
0.1311 -0.4939 -0.1147
0.1435 -0.1867 -0.1414
-0.1228 0.3845 -0.1451
-0.2898 -0.0014 0.4476
0.3962 -0.5034 0.1143
0.2267 0.1460 0.3096
-0.0044 0.0403 0.0514
-0.3101 0.0541 -0.3364
1.3665 1.5529 2.7422
-0.0717 0.0027 0.3396
-0.2752 -0.2904 -0.0267
0.0545 0.1824 -0.1213
0.6022 -0.1795 0.1358
0.0439 -0.2263 0.1612
-0.2353 -0.1840 0.6397
-0.2393 -0.3187 0.0752
0.0919 -0.2529 -0.2021
-0.2171 0.1953 -0.4606
-0.2307 -0.0105 0.1037
-0.0128 0.1947 0.1813
0.1701 0.2458 -0.0317
0.3150 -0.4773 0.0580
-0.0410 0.2858 0.1068
0.0698 0.1839 -0.1428
-0.0313 -0.1863 0.3930
0.0446 0.2336 0.0135
-0.0661 -0.0167 -0.3093
0.0370 0.0472 -0.2002
-0.1376 0.1790 -0.1020
-0.2271 0.0359 0.0581
0.0910 -0.1224 0.1898
0.1630 0.5406 -0.0585
0.0838 -0.0469 -0.1890
0.1265 0.3839 -0.2973
-0.2157 -0.5295 0.1019
0.1380 -0.1097 -0.3264
-0.1481 0.1662 0.0701
-0.4630 0.3140 -0.0734
0.1266 0.0145 0.3584
-0.0135 -0.2802 -0.0186
0.1143 -0.0021 -0.3225
-0.5458 -0.0803 -0.1706
0.0219 0.2731 -0.3531
-0.0078 0.2072 0.0859
0.4398 -0.0954 -0.2668
-0.1124 -0.1883 0.0339
0.0981 0.2894 -0.0642
-0.0284 0.2045 0.3629
-0.2806 0.0519 -0.2030
0.2793 -0.1619 0.1985
-0.2359 -0.1763 0.0536
-0.4434 -0.1465 0.0466
0.1644 0.0836 0.1912
0.1594 -0.1944 -0.2363
0.2775 -0.2435 -0.2413
-0.3534 -0.0237 0.1174
0.0299 -0.2245 0.2014
-0.0361 -0.0544 0.0396
0.1609 0.0117 -0.1919
-0.2521 -0.1305 -0.1388
-0.1408 0.2933 -0.1038
0.2691 -0.2980 0.3128
-0.2752 -0.0487 -0.0926
-0.0025 -0.1991 0.2278
-0.2488 0.1695 -0.2477
0.3564 0.0123 0.3836
0.1217 -0.0748 -0.3133
0.0843 0.3662 0.0730
0.1345 0.0548 -0.2194
0.2811 -0.1807 0.1148
0.5094 -0.3889 0.1549

Total energy: -3441.1813 Eh
HOMO energy: -0.351 Ha
Net charge: +1
LUMO energy: -2.282 eV
Frontier orbital gap: 7.26 eV

These are the Mulliken partial charges, in e, on atoms 1 to 99: 1.32, -0.07, 0.66, -0.19, -0.24, -0.05, 0.20, -0.24, 2.02, -1.17, -0.07, -0.83, -2.04, -1.59, -0.98, -0.94, -1.79, -0.91, -1.04, 1.68, -0.82, -0.96, 2.14, -1.82, -0.20, 2.46, -0.47, -1.53, -2.01, -1.54, -0.83, -1.70, -1.80, 0.73, -1.88, -1.86, -0.56, 0.29, 0.32, 2.02, -1.63, -1.32, -1.89, 0.53, 0.32, 0.28, 0.33, 0.62, 0.26, 0.39, 0.44, 0.09, 0.60, 0.40, 0.30, 0.49, 0.30, 0.20, 0.30, 0.50, 0.34, 0.74, 0.32, 0.37, 0.27, 0.28, 0.29, 0.32, 0.39, 0.30, 1.43, 0.71, 0.26, 0.26, 0.61, 0.53, 0.41, 0.03, 0.21, 0.53, 0.36, 0.23, 0.40, 0.14, 0.26, 0.18, 0.45, 0.52, 0.58, 0.77, 0.37, 0.28, 0.56, 0.38, 0.44, 0.01, 0.25, 0.27, 0.23



(2)
Molecular formula: C34H56F3N2O6P2
Method: DFT, the ωB97M-V functional and the def2-TZVPD basis

CARTESIAN COORDINATES (ANGSTROEM)
P (-0.974748, -4.088790, 2.066030)
P (-1.522573, -2.394248, 0.730916)
F (-5.214275, -0.736823, 0.469061)
F (-5.362697, -0.922162, 2.843511)
F (-6.875336, -2.102637, 1.464255)
O (11.264745, 0.635111, 0.172685)
O (9.681090, -0.810173, 1.468662)
O (-0.267768, 3.772376, 3.937364)
O (-4.637296, 4.288336, -7.296606)
O (-2.077859, -5.184219, 2.228445)
O (-1.514142, -6.000759, -0.727815)
N (-2.816709, 2.936635, -2.543266)
N (-2.788149, -0.840173, 4.916725)
C (-0.632379, -4.967287, -0.620437)
C (-6.423608, 2.745987, -7.659477)
C (0.905767, 3.688833, 6.015086)
C (-4.432596, -3.026370, 1.536929)
C (-5.063433, 3.328347, -7.936640)
C (-1.518287, 2.338668, -1.960595)
C (-1.846116, 0.434616, 2.122043)
C (-0.005710, 4.328923, 5.002445)
C (1.489452, -2.492264, 0.275767)
C (-2.686471, 0.628813, 4.830824)
C (-4.514332, 4.431318, -4.011563)
C (-5.424663, -1.682256, 1.580319)
C (2.865908, -1.813812, 0.949067)
C (-2.979317, 3.961330, -3.653465)
C (0.245398, -1.849923, 1.073540)
C (-1.980725, -1.242428, 2.206323)
C (-4.244743, 2.690746, -9.027127)
C (4.132307, -1.919828, -0.083085)
C (7.417738, -1.493688, 0.601922)
C (-1.896488, -1.025665, -0.589744)
C (-0.644917, -0.170953, -1.177317)
C (9.036913, -1.332596, 0.248004)
C (-2.453132, -1.636702, 3.710568)
C (6.738361, -2.852038, -0.015913)
C (-4.265156, 2.627105, -2.132749)
C (-1.089226, -3.430320, -0.861478)
C (-0.584122, 5.676260, 5.343270)
C (5.203418, -3.032981, 0.555138)
C (-3.279179, -3.029883, 0.428565)
C (-5.372850, 3.509420, -2.960978)
C (10.333338, 1.661173, 2.319383)
C (10.440509, 0.423380, 1.213076)
C (-1.293035, 0.777662, -2.398553)
C (-2.216203, 1.304795, 3.439934)
H (0.468171, -0.684768, 1.192063)
H (9.119971, -0.585595, -0.676980)
H (-0.131684, 0.587437, -0.458122)
H (11.225909, 2.435569, 2.150445)
H (-5.220916, -3.853131, 1.156720)
H (-0.375799, -2.872474, -1.608885)
H (0.459863, -2.187352, 2.209685)
H (3.851298, -2.140195, -1.196230)
H (-7.049511, 2.823073, -8.552099)
H (-2.054129, -3.590352, -1.560291)
H (1.248030, 2.720624, 5.634393)
H (-3.810314, -2.599977, -0.555708)
H (-6.541918, 3.551781, -2.909937)
H (10.372524, 1.191947, 3.416140)
H (9.297891, 2.233459, 2.263767)
H (7.411828, -3.806407, 0.232221)
H (-6.899762, 3.306496, -6.847956)
H (-2.135487, 2.482262, 3.376184)
H (1.777544, 4.325651, 6.185158)
H (-1.222378, 6.015732, 4.520563)
H (-4.049145, 1.644013, -8.781066)
H (-1.531471, 2.541370, -0.808171)
H (4.714777, -0.878676, -0.032948)
H (-2.323556, -1.484130, -1.613631)
H (-6.325145, 1.701780, -7.352517)
H (-0.639540, 2.962495, -2.450414)
H (0.376083, -4.614506, 1.797269)
H (4.779898, -4.110411, 0.366994)
H (-2.613637, -2.799887, 3.948046)
H (-3.287095, 3.214780, -9.115443)
H (1.658881, -3.643429, 0.358757)
H (-2.819307, -0.334002, -0.274749)
H (-0.516741, 0.765418, -3.303856)
H (0.365220, 3.525688, 6.950744)
H (9.486218, -2.351271, -0.122847)
H (-2.294975, 0.341734, -2.823956)
H (5.266190, -2.894172, 1.735274)
H (6.893127, -0.552309, 0.092636)
H (0.221185, 6.401605, 5.483428)
H (-2.141638, 4.501331, -4.267437)
H (-4.921341, 5.217336, -4.785060)
H (0.199428, -0.779899, -1.709275)
H (-0.690623, -3.634158, 3.441966)
H (-3.177213, -4.191168, 0.142758)
H (2.664886, -0.727720, 1.344336)
H (-4.176932, -3.445085, 2.607775)
H (-4.773620, 2.765221, -9.980544)
H (6.647975, -2.846806, -1.203411)
H (-2.920445, 1.311395, 5.774573)
H (-4.475839, 1.839094, -1.292502)
H (3.133683, -2.479070, 1.889153)
H (-1.191126, 5.601472, 6.249042)
H (1.574009, -2.232813, -0.875210)
H (7.233150, -1.502178, 1.767508)
H (-1.482134, 1.015110, 1.180292)
H (0.488979, -5.312788, -0.401699)

Force components x, y, z for each atom (eV/Å):
-2.0719 -3.4088 2.9509
-0.6345 2.1065 -2.5016
-0.7195 -2.5787 3.3323
-0.3092 -2.0248 -3.9616
4.0403 1.3866 0.2930
-5.4845 -1.9374 6.0929
1.5636 3.4628 -1.9768
0.4583 0.9065 1.4632
-0.5949 -1.2267 -1.0062
2.0880 1.8176 -0.3666
5.1021 6.1581 0.5562
-5.0992 2.4169 -2.4249
1.4547 2.8185 -3.8986
-3.5480 -4.4034 -1.4874
-0.1303 0.3099 0.3651
0.1172 -0.4353 -0.2693
-2.3909 -1.1078 -0.3066
0.5814 1.3843 0.9959
0.2013 0.4516 -0.8315
-1.4176 -1.6512 4.2660
-0.3529 -0.8374 -1.5344
2.0461 1.1390 -0.0958
1.2756 -1.9072 -4.1235
2.5571 -4.5146 4.6705
-0.8228 0.6478 0.6056
-0.3111 -1.2116 -0.2093
-3.2251 1.0090 -0.4243
3.2147 0.3748 1.6714
-1.4949 5.2199 5.6160
0.4243 0.2620 0.0354
1.3232 0.6439 1.6710
-0.0035 -0.0170 -0.8252
-0.6180 1.7381 -2.0684
-1.0186 1.6554 -1.4632
-1.6682 -0.3993 -1.4971
-0.0298 1.2218 -0.5341
-0.3489 -0.5369 -0.4904
-0.7983 2.2677 -2.0940
0.3206 -3.0191 -2.9931
-0.2982 0.0820 -0.4028
0.1709 0.2292 0.0620
-2.9227 -2.4022 -0.7230
5.4667 0.0293 -0.5873
-0.1889 -0.8104 0.6106
3.5123 1.3566 -3.5672
0.7529 0.0165 -0.4646
-0.1565 -2.7628 -0.1679
-0.7624 -2.4492 -0.5961
0.1306 -1.5045 2.2648
-0.8609 -1.5085 -1.0290
-2.0760 -2.0588 0.2346
1.6424 1.9378 0.7773
-0.8217 -1.2554 1.7678
-0.4355 0.7057 -2.1697
0.4554 0.2681 2.1879
0.0491 -0.2209 0.0013
2.0611 0.3560 1.8878
-0.1234 0.2195 0.0634
1.4881 -0.6066 2.2076
2.6795 -0.4950 0.2958
0.0330 1.0346 -2.4435
2.1340 -1.3921 -0.1944
-1.4772 2.0893 -0.2930
0.1564 -0.1321 -0.1671
-0.1478 -2.7823 0.1195
-0.1217 0.0331 0.1912
0.1493 -0.1055 0.1737
-0.1470 0.0017 -0.1643
-0.0202 -0.6224 -2.1695
-1.3115 -2.1838 -0.3785
0.8976 0.6336 2.4375
-0.0836 0.0084 -0.1836
-1.9399 -1.0951 1.2031
-0.8928 0.3772 -0.0424
0.9520 1.9774 0.2652
0.4275 2.8941 -0.6210
-0.2273 -0.1039 0.0505
-0.6969 2.0975 -0.0772
2.2252 -1.0710 -0.4910
-1.7233 0.1938 1.8185
0.1375 0.1568 0.0391
-0.6375 1.9232 1.1598
1.8881 0.8142 1.0387
-0.2977 -0.1845 -2.4993
0.9919 -2.0183 1.4462
-0.0765 -0.0377 0.2095
-1.2441 -1.6287 1.7676
1.2828 -1.9352 1.7191
-1.7040 0.8052 1.3442
0.1878 0.0546 -1.1566
-0.2219 2.4855 0.9917
0.3846 -2.0378 -1.0258
-0.3143 1.4668 -2.1616
-0.0205 -0.2184 0.0535
0.4177 0.2810 2.4484
0.4829 -1.8607 -2.2205
0.5628 1.7533 -1.8600
-0.5747 1.4874 -1.7491
0.1827 0.1152 0.0620
-0.5579 -0.4289 2.3481
0.5400 0.1596 -2.3916
-0.8204 -1.3019 1.9103
-2.2139 0.9889 -0.3620

Total energy: -2871.5458 Eh
HOMO energy: -0.185 Ha
Net charge: -1
LUMO energy: 1.913 eV
Frontier orbital gap: 6.93 eV

These are the Mulliken partial charges, in e, on atoms 1 to 99: 0.58, 2.42, -0.25, -0.27, -0.34, -0.54, -0.30, -0.54, -0.52, -0.80, -0.55, 0.17, -0.61, -0.36, -1.04, -1.10, -0.78, 0.79, -0.41, -0.13, 0.87, 0.11, -0.44, -0.45, 0.86, -0.70, -0.27, -1.87, 0.66, -1.09, -0.18, -0.33, -1.11, 0.19, -0.42, -0.53, -0.46, -0.20, -0.31, -1.14, -0.67, -0.85, -0.52, -0.80, 0.62, -0.76, -0.31, 0.19, 0.29, 0.13, 0.26, 0.38, 0.51, 0.54, 0.33, 0.33, 0.47, 0.28, 0.18, 0.26, 0.27, 0.24, 0.33, 0.26, 0.25, 0.36, 0.30, 0.32, 0.16, 0.06, 0.59, 0.31, 0.26, 0.13, 0.25, 0.15, 0.29, -0.23, -0.31, 0.30, 0.31, 0.29, 0.25, 0.29, 0.13, 0.34, 0.27, 0.29, 0.08, 0.20, 0.35, 0.27, 0.22, 0.33, 0.25, 0.26, 0.32, 0.23, 0.32